1.
137
Properties=species:S:1:pos:R:3:forces:R:3:lowdin_charge:R:1 method="wB97M-V/def2-TZVPD" lumo_energy_ev=-4.1640 homo_energy_ha=-0.368 energy_ha=-3158.0243 total_charge=+1 homo_lumo_gap_ev=5.9
O -0.087 -3.953 1.545 0.486 -0.161 -0.006 0.16
H -0.510 -4.016 0.636 0.099 -0.258 -0.432 0.10
H -0.795 -3.874 2.263 0.110 0.377 0.093 0.08
H 0.640 -3.240 1.514 -0.853 0.047 -0.241 0.11
Cd 4.550 3.447 -0.247 -1.476 -0.030 0.272 1.48
C -0.488 0.909 0.302 1.622 -1.137 -0.712 0.02
C -0.153 -0.429 0.628 -0.364 0.081 1.900 -0.31
C 1.350 -0.926 0.563 -0.357 1.929 -1.756 -0.25
O 1.664 -2.103 0.780 -0.335 -0.011 0.718 0.01
C 2.289 0.086 0.119 -0.858 -1.680 1.188 0.02
C 1.900 1.342 -0.278 2.354 -0.923 0.053 -0.36
C 0.470 1.712 -0.295 -2.295 2.019 -0.234 -0.36
O 0.110 2.846 -0.762 1.075 -0.376 -0.021 -0.06
O 2.820 2.169 -0.625 -0.624 0.804 -0.378 -0.18
O -0.961 -1.176 1.198 0.076 -0.703 -0.442 0.01
H -1.488 1.288 0.382 -0.213 -0.215 0.068 0.08
H 3.329 -0.195 0.213 0.160 0.334 -0.409 0.09
O -3.823 -0.688 0.261 0.133 -0.008 -0.280 -0.09
H -2.910 -0.877 0.526 0.131 0.066 0.120 0.00
H -3.742 -0.039 -0.467 -0.077 -0.267 0.413 0.00
O -3.975 -2.398 2.279 -0.264 -0.161 -0.011 -0.07
H -4.306 -1.906 1.507 0.065 0.129 0.122 0.01
H -4.335 -3.286 2.186 0.078 0.019 0.054 0.04
O 1.471 4.102 -2.644 0.465 0.205 0.165 -0.08
H 0.905 3.851 -3.379 0.202 0.146 -0.096 0.06
H 1.099 3.614 -1.867 -0.361 -0.159 0.220 0.00
O 3.917 4.796 -1.761 -0.121 0.268 -0.626 -0.13
H 2.997 4.565 -2.102 -0.141 -0.187 -0.181 0.03
H 4.396 5.134 -2.529 0.029 -0.020 0.165 0.08
O -1.711 -3.400 3.510 0.373 0.344 0.319 -0.03
H -2.278 -3.797 4.177 0.035 -0.159 -0.139 0.08
H -2.059 -2.502 3.389 -0.144 -0.242 -0.380 0.05
O 5.840 -0.592 -1.292 0.094 0.275 0.192 -0.06
H 5.535 -0.905 -0.424 -0.151 -0.202 -0.239 0.00
H 5.408 0.257 -1.439 -0.160 -0.286 0.025 0.01
O -3.315 1.202 -1.554 0.211 0.647 -0.533 -0.04
H -3.830 1.430 -2.337 -0.045 -0.063 0.076 0.07
H -2.666 1.918 -1.467 -0.061 -0.240 0.098 0.06
O 4.425 -2.214 1.050 0.043 0.514 0.056 -0.07
H 4.421 -3.175 1.097 0.016 0.040 -0.055 0.05
H 3.481 -1.960 1.006 0.281 -0.644 -0.016 -0.01
C 5.505 -6.259 -5.669 -0.257 0.769 -0.689 -0.12
O 4.760 -5.442 -4.799 0.640 0.372 0.661 -0.22
C 3.972 -4.401 -5.410 1.078 -2.039 0.275 -0.20
C 3.567 -3.517 -4.271 -1.333 0.384 -0.228 -0.21
N 2.668 -2.440 -4.775 0.527 0.498 1.512 -0.03
C 2.177 -1.692 -3.587 0.393 -0.390 0.673 -0.23
C 1.288 -0.521 -3.924 0.391 0.671 -0.388 -0.21
O 0.044 -0.912 -4.440 -0.104 -0.766 0.282 -0.20
C -0.940 0.067 -4.529 -0.207 1.101 -0.115 -0.12
H 6.102 -5.658 -6.368 -0.077 0.123 -0.049 0.08
H 4.816 -6.859 -6.270 0.217 -0.408 0.019 0.09
H 6.235 -6.843 -5.114 -0.373 -0.249 0.261 0.09
H 3.147 -4.971 -5.845 -0.465 0.791 -0.275 0.13
H 4.567 -3.930 -6.198 -0.150 0.314 0.027 0.12
H 4.394 -3.103 -3.690 0.389 -0.088 -0.243 0.12
H 3.001 -4.127 -3.562 -0.063 -0.045 -0.076 0.12
H 3.332 -1.733 -5.094 -0.200 -0.249 -0.893 0.11
H 3.048 -1.371 -2.991 0.098 0.755 -0.316 0.11
H 1.762 -2.314 -2.783 -0.717 -0.449 -0.708 0.10
H 1.756 0.089 -4.714 0.291 0.061 0.195 0.13
H 1.205 0.120 -3.036 -0.263 -0.053 0.083 0.12
H -1.701 -0.271 -5.231 -0.128 -0.236 0.255 0.09
H -0.608 1.035 -4.939 0.504 -0.219 -0.133 0.09
H -1.376 0.345 -3.560 -0.097 -0.410 0.100 0.08
C -6.897 6.644 4.133 0.642 -0.176 0.208 -0.12
O -7.743 5.622 3.664 -0.315 -0.006 0.310 -0.18
C -7.230 4.303 3.737 -0.820 0.223 -0.789 -0.22
C -6.397 3.915 2.542 0.815 -0.150 -0.444 -0.21
N -5.062 4.559 2.482 -0.984 -0.465 0.332 -0.05
C -4.215 3.921 1.479 0.061 0.692 0.475 -0.20
C -3.754 2.519 1.862 0.877 -0.937 0.117 -0.21
O -3.637 2.322 3.272 0.195 0.971 0.321 -0.19
C -2.873 1.182 3.569 -1.081 -1.446 -0.222 -0.11
H -6.364 6.296 5.027 0.144 0.059 -0.051 0.08
H -7.460 7.525 4.441 -0.344 -0.158 -0.234 0.08
H -6.170 6.926 3.367 0.055 0.024 0.105 0.08
H -8.114 3.668 3.655 -0.104 -0.030 0.240 0.12
H -6.764 4.066 4.697 0.284 0.266 0.059 0.13
H -6.924 4.142 1.613 -0.179 0.213 0.101 0.12
H -6.316 2.819 2.564 0.101 -0.085 0.087 0.11
H -4.682 4.353 3.403 0.468 0.206 -0.148 0.10
H -3.363 4.582 1.297 0.227 -0.159 0.340 0.11
H -4.722 3.952 0.512 -0.248 -0.431 0.084 0.12
H -2.728 2.372 1.504 -0.199 0.020 -0.561 0.09
H -4.366 1.690 1.496 -0.112 0.213 -0.342 0.11
H -3.310 0.315 3.052 0.083 0.016 -0.244 0.08
H -3.018 0.905 4.612 0.307 0.546 0.217 0.09
H -1.819 1.177 3.278 0.107 0.624 0.060 0.08
C 2.194 6.408 4.710 0.987 1.706 -1.115 -0.07
O 2.620 5.889 3.434 -0.839 -0.413 0.249 -0.22
C 1.504 5.310 2.754 0.129 -1.380 0.968 -0.20
C 2.035 4.663 1.470 -0.412 1.742 -0.294 -0.16
N 3.394 4.127 1.659 -0.029 -0.599 0.799 -0.11
C 3.349 2.914 2.482 0.323 -1.087 2.236 -0.20
C 4.689 2.185 2.593 -0.624 -0.642 -0.511 -0.17
O 5.293 2.167 1.292 0.698 -0.802 0.019 -0.35
C 6.513 1.415 1.259 0.972 0.588 0.661 -0.06
H 1.857 7.420 4.458 -0.575 -0.093 0.499 0.10
H 3.098 6.589 5.288 -0.090 -0.491 0.248 0.09
H 1.426 5.847 5.234 0.115 -0.328 -0.128 0.09
H 0.670 5.993 2.572 0.300 0.333 -0.269 0.14
H 1.096 4.570 3.454 -0.113 -0.221 -0.207 0.12
H 2.053 5.522 0.790 0.566 -0.294 -0.350 0.13
H 1.363 3.954 0.987 0.055 -0.214 0.333 0.11
H 3.840 4.739 2.349 0.028 0.676 -0.703 0.11
H 2.534 2.201 2.342 0.085 0.183 -1.269 0.13
H 3.173 3.112 3.553 -0.189 0.755 -0.183 0.14
H 4.476 1.157 2.902 -0.018 -0.087 -0.256 0.14
H 5.391 2.530 3.358 0.049 0.695 -0.360 0.14
H 6.371 0.401 1.633 -0.130 0.052 -0.092 0.11
H 7.214 1.973 1.894 0.058 -0.433 0.101 0.10
H 6.966 1.403 0.269 -0.502 -0.092 -0.169 0.09
C -1.976 -6.861 2.586 -0.377 -0.755 -0.081 -0.10
O -2.262 -5.810 1.700 -0.234 0.493 -0.068 -0.21
C -2.209 -6.180 0.341 0.585 -0.606 0.010 -0.22
C -2.460 -5.017 -0.598 -0.387 0.106 -0.044 -0.17
N -1.200 -4.406 -1.056 0.749 -0.605 0.535 -0.06
C -1.260 -3.121 -1.723 -1.923 0.757 -1.043 -0.17
C -2.150 -3.176 -2.980 -0.576 0.438 -0.193 -0.22
O -1.754 -4.182 -3.887 -0.213 0.027 0.513 -0.20
C -0.636 -3.839 -4.723 -0.808 -0.894 0.975 -0.06
H -2.585 -7.746 2.360 -0.239 0.137 0.029 0.09
H -2.236 -6.519 3.584 0.195 -0.015 0.067 0.09
H -0.950 -7.242 2.543 0.210 0.504 -0.028 0.10
H -2.919 -6.976 0.083 -0.204 0.021 0.473 0.13
H -1.215 -6.622 0.175 0.019 0.121 -0.364 0.13
H -3.103 -4.269 -0.126 0.126 0.040 0.132 0.13
H -3.051 -5.463 -1.403 0.133 0.408 -0.365 0.12
H -0.856 -5.081 -1.736 0.491 0.141 0.156 0.13
H -0.320 -2.701 -2.079 0.469 -0.459 0.650 0.10
H -1.741 -2.414 -1.041 0.253 0.141 0.023 0.11
H -2.239 -2.210 -3.493 0.645 0.187 0.080 0.11
H -3.201 -3.325 -2.709 0.118 -0.658 0.132 0.12
H -0.470 -4.809 -5.192 0.357 0.461 -0.643 0.10
H 0.232 -3.587 -4.110 0.041 0.210 -0.267 0.06
H -0.936 -3.018 -5.371 0.416 -0.134 -0.269 0.09

=====

2.
70
Properties=species:S:1:pos:R:3:forces:R:3:nbo_charge:R:1 method="wB97M-V/def2-TZVPD" spin_multiplicity=2 s2=0.76 lumo_energy_ev="-7.2808 / -7.1515" e_above_lowest_kj_mol=129.7 homo_energy_ha="-0.516 / -0.517" energy_ha=-6051.9833 total_charge=+2 homo_lumo_gap_ev="6.8 / 6.9"
Ti 0.803 -0.072 0.355 1.096 -0.393 1.805 1.22
C -0.259 -0.105 4.144 -0.164 -0.107 -0.116 -0.61
C -0.727 -1.122 3.104 0.245 0.015 0.148 -0.24
C 0.443 -1.989 2.626 -0.563 0.104 -0.011 -0.50
C -1.409 -0.520 1.887 -0.254 0.060 0.326 -0.05
C -2.288 -1.333 1.160 -0.117 0.132 0.042 -0.18
C -3.084 -0.816 0.158 0.151 -0.008 0.287 -0.20
C -3.014 0.534 -0.191 0.272 0.235 0.292 0.10
C -3.939 1.094 -1.218 -0.149 0.074 0.006 -0.67
C -2.111 1.343 0.496 -0.389 -0.153 -0.065 -0.22
C -1.309 0.835 1.525 -0.335 -0.170 0.360 -0.32
H 0.058 -0.630 5.043 0.054 -0.001 0.014 0.24
H -1.077 0.557 4.420 0.013 0.138 0.053 0.23
H 0.587 0.486 3.790 -0.065 0.025 0.045 0.20
H -1.457 -1.778 3.590 0.048 0.063 -0.102 0.24
H 1.061 -1.393 1.906 0.193 -0.780 0.680 0.09
H 0.078 -2.896 2.143 0.137 0.125 -0.196 0.23
H 1.066 -2.297 3.463 0.285 0.170 -0.160 0.26
H -2.393 -2.371 1.446 -0.027 -0.078 0.022 0.24
H -3.814 -1.451 -0.320 -0.050 -0.104 -0.148 0.24
H -4.919 1.264 -0.769 -0.054 0.024 -0.041 0.26
H -4.078 0.396 -2.040 -0.029 -0.026 -0.127 0.23
H -3.582 2.041 -1.614 -0.026 0.065 -0.043 0.22
H -2.081 2.404 0.275 0.063 -0.010 -0.040 0.23
H -0.786 1.542 2.169 0.041 -0.176 -0.111 0.26
O -2.796 2.870 -4.507 -0.073 -0.180 -0.008 -0.72
C -1.742 3.626 -3.974 0.109 0.504 -0.159 -0.11
C -0.959 2.784 -3.016 0.243 -0.048 0.422 0.09
C -0.047 3.333 -2.104 -0.308 -0.137 -0.351 -0.23
C 0.539 2.527 -1.157 0.121 0.147 0.077 0.10
N 0.326 1.197 -1.079 -0.803 1.290 -1.970 -0.65
C -0.495 0.642 -2.015 0.058 1.136 -0.290 0.18
C -1.148 1.412 -2.970 0.166 -0.400 0.264 -0.18
C -0.645 -0.802 -1.930 -0.004 -1.254 -0.053 0.27
C -1.244 -1.573 -2.923 0.157 0.344 0.258 -0.19
C -1.244 -2.956 -2.821 0.273 0.092 0.331 0.08
C -1.801 -3.797 -3.921 -0.125 -0.604 0.011 -0.11
O -2.181 -2.981 -4.993 -0.057 0.155 -0.137 -0.72
C -0.642 -3.529 -1.690 -0.230 0.284 -0.334 -0.22
C -0.057 -2.712 -0.754 0.019 -0.115 0.113 0.10
N -0.058 -1.368 -0.846 -1.252 -1.231 -1.889 -0.66
H -3.284 3.400 -5.148 0.059 -0.054 0.041 0.50
H -2.116 4.512 -3.440 0.124 -0.109 -0.029 0.20
H -1.064 3.985 -4.764 -0.008 -0.026 0.147 0.22
H 0.184 4.386 -2.128 0.014 0.150 0.110 0.26
H 1.210 2.969 -0.427 -0.090 -0.163 -0.118 0.23
H -1.837 0.962 -3.665 -0.062 -0.072 -0.055 0.26
H -1.672 -1.118 -3.801 -0.008 0.037 -0.071 0.26
H -2.659 -4.368 -3.526 0.183 0.073 -0.011 0.21
H -1.034 -4.530 -4.220 -0.101 0.122 0.106 0.21
H -2.469 -3.529 -5.734 0.025 0.074 0.092 0.50
H -0.590 -4.599 -1.577 0.041 -0.152 0.054 0.25
H 0.495 -3.140 0.079 -0.165 0.125 -0.151 0.24
Cl 3.481 -0.452 2.814 0.388 0.448 0.552 0.08
C 3.468 1.277 2.444 0.790 -0.704 0.260 -0.37
Cl 1.902 1.687 1.717 -0.260 1.188 0.278 0.07
H 4.248 1.507 1.715 -0.227 -0.090 0.075 0.26
H 3.575 1.864 3.358 -0.144 -0.158 -0.231 0.27
F 2.731 0.973 -5.854 -0.029 -0.071 0.162 -0.26
C 2.751 0.482 -4.627 -0.090 -0.109 0.295 0.31
C 2.475 -0.870 -4.408 -0.023 0.038 0.208 0.27
F 2.169 -1.659 -5.428 0.039 0.032 -0.035 -0.27
C 2.476 -1.376 -3.111 -0.039 0.244 0.233 0.38
F 2.120 -2.643 -2.870 0.184 0.087 -0.398 -0.30
C 2.774 -0.561 -2.029 -0.090 0.213 -0.244 -0.37
Se 2.915 -1.155 -0.221 0.491 -0.304 0.038 -0.02
C 3.008 0.787 -2.268 0.031 -0.150 0.404 0.37
F 3.169 1.559 -1.161 0.281 0.327 -1.015 -0.31
C 2.986 1.331 -3.541 -0.070 -0.172 0.148 0.26
F 3.133 2.638 -3.728 0.083 -0.034 -0.049 -0.27